Record 1
Computed, not measured: 2 unconnected molecules or ions with the total composition C2H8O2 at a distorted geometry, with ωB97M-V with the def2-TZVPD basis set.

Properties
Max |F|, hartree/bohr: 0.05852
ΔE to the lowest compared entry with this formula, charge and spin, kcal per mole: 24.40
SMILES: CO.CO
Calculated total energy, Eh: -231.42343

Positions of all 12 atoms, in Å:
C: 1.896 -1.217 0.091
O: 1.666 0.135 -0.483
H: 1.089 -1.365 0.822
H: 2.865 -1.161 0.569
H: 1.655 -1.854 -0.757
H: 1.184 0.595 0.214
C: -1.809 1.121 -0.212
O: -1.302 0.198 0.724
H: -2.202 1.972 0.346
H: -0.977 1.465 -0.832
H: -2.552 0.827 -0.974
H: -1.512 -0.715 0.493

---

Record 2
Computed, not measured: a molecular structure, C43H61I2N6OPSZr, with ωB97M-V with the def2-TZVPD basis set.

Properties
Charge: +2
Max |F|, hartree/bohr: 0.01680
ΔE to the lowest compared entry with this formula, charge and spin, kcal per mole: 0.00
Calculated total energy, Eh: -3460.77819

Positions of all 116 atoms, in Å:
Zr: -0.045 0.067 -0.532
C: 1.782 -4.856 -4.502
C: 0.431 -4.498 -3.881
C: 0.564 -3.660 -2.647
C: 0.735 -4.082 -1.358
C: 0.848 -5.486 -0.854
C: 2.302 -5.930 -0.652
C: 0.868 -2.900 -0.548
C: 1.234 -2.879 0.788
C: 1.525 -1.747 1.528
C: 2.237 -1.726 2.773
C: 2.735 -2.941 3.488
C: 4.037 -3.482 2.891
C: 2.421 -0.411 3.101
C: 1.783 0.369 2.080
C: 1.630 1.745 2.110
C: 1.040 2.525 1.135
N: 0.679 2.063 -0.115
C: 0.239 3.168 -0.812
C: -0.011 3.164 -2.172
C: 0.061 2.061 -3.005
N: 0.180 0.755 -2.568
C: 0.311 -0.016 -3.710
C: 0.431 -1.393 -3.723
C: 0.568 -2.221 -2.620
N: 0.750 -1.773 -1.333
C: 0.224 0.817 -4.876
C: 0.058 2.101 -4.438
C: -0.114 3.337 -5.262
C: -1.589 3.718 -5.411
C: 0.371 0.347 -6.288
C: 1.839 0.228 -6.707
C: 0.237 4.324 0.041
C: 0.751 3.929 1.242
C: 0.943 4.748 2.478
C: -0.131 4.456 3.530
C: -0.181 5.699 -0.375
C: 0.989 6.517 -0.927
N: 1.227 -0.461 1.126
C: 3.150 0.162 4.273
C: 4.511 0.751 3.891
H: 1.647 -5.422 -5.423
H: 2.378 -5.462 -3.820
H: 2.357 -3.958 -4.735
H: -0.118 -5.410 -3.637
H: -0.181 -3.972 -4.619
H: 0.357 -6.158 -1.559
H: 0.300 -5.582 0.087
H: 2.895 -5.748 -1.547
H: 2.350 -6.993 -0.423
H: 2.775 -5.389 0.169
H: 1.403 -3.835 1.265
H: 1.964 -3.715 3.474
H: 2.891 -2.696 4.539
H: 3.920 -3.724 1.833
H: 4.353 -4.383 3.414
H: 4.837 -2.745 2.972
H: 1.994 2.256 2.991
H: -0.223 4.118 -2.636
H: 0.427 -1.870 -4.694
H: 0.330 3.179 -6.246
H: 0.443 4.163 -4.814
H: -2.148 2.918 -5.898
H: -1.702 4.622 -6.008
H: -2.046 3.894 -4.434
H: -0.150 1.040 -6.950
H: -0.130 -0.617 -6.414
H: 2.338 1.196 -6.649
H: 1.920 -0.136 -7.730
H: 2.379 -0.461 -6.056
H: 0.926 5.807 2.215
H: 1.936 4.561 2.895
H: -1.127 4.631 3.119
H: -0.007 5.097 4.402
H: -0.090 3.416 3.863
H: -0.621 6.213 0.483
H: -0.977 5.628 -1.121
H: 1.770 6.632 -0.176
H: 0.663 7.511 -1.232
H: 1.437 6.026 -1.792
H: 3.287 -0.615 5.025
H: 2.529 0.929 4.746
H: 5.155 -0.013 3.455
H: 5.015 1.159 4.766
H: 4.408 1.551 3.156
S: -3.098 2.199 -0.902
C: -4.021 3.560 -0.404
N: -4.232 3.864 0.874
C: -4.966 5.050 1.319
C: -6.023 5.394 0.286
C: -5.363 5.534 -1.073
N: -4.558 4.340 -1.342
H: -3.786 3.276 1.558
H: -4.271 5.882 1.456
H: -5.412 4.823 2.285
H: -6.524 6.322 0.555
H: -6.775 4.605 0.253
H: -4.724 6.420 -1.107
H: -6.104 5.625 -1.864
H: -4.346 4.087 -2.293
C: -4.588 -1.197 -0.637
P: -3.095 -1.455 -1.579
C: -3.235 -0.616 -3.164
C: -2.950 -3.209 -1.876
O: -1.870 -0.967 -0.790
H: -5.441 -1.576 -1.202
H: -4.715 -0.132 -0.446
H: -4.516 -1.736 0.308
H: -4.207 -0.133 -3.250
H: -3.112 -1.330 -3.978
H: -2.463 0.151 -3.244
H: -3.861 -3.578 -2.350
H: -2.801 -3.730 -0.930
H: -2.097 -3.403 -2.527
I: -2.103 1.049 1.729
I: -1.215 -0.080 4.025

---

Record 3
Computed, not measured: a molecular structure, C16H30ClN3O2Pt, with ωB97M-V with the def2-TZVPD basis set.

Properties
Max |F|, hartree/bohr: 0.00999
ΔE to the lowest compared entry with this formula, charge and spin, kcal per mole: 43.29
Calculated total energy, Eh: -1521.86054

Positions of all 53 atoms, in Å:
Pt: -0.688 0.272 0.330
N: -0.937 -1.622 -1.304
C: 0.243 -2.345 -1.799
C: 1.338 -2.344 -0.746
C: 2.096 -1.039 -0.666
O: 3.007 -1.066 0.314
O: 1.935 -0.089 -1.397
H: -1.516 -2.215 -0.721
H: -1.519 -1.285 -2.059
H: 0.596 -1.849 -2.702
H: 0.002 -3.379 -2.063
H: 2.069 -3.139 -0.909
H: 0.898 -2.528 0.237
N: 4.018 1.540 0.496
C: 3.233 2.209 1.548
C: 1.745 2.140 1.208
N: 1.009 1.020 1.808
H: 5.009 1.586 0.705
H: 3.880 2.016 -0.390
H: 3.463 -0.185 0.364
H: 3.531 3.252 1.696
H: 3.422 1.683 2.486
H: 1.641 2.047 0.124
H: 1.237 3.062 1.487
H: 0.684 1.237 2.741
H: 1.571 0.177 1.855
Cl: 0.775 6.993 1.388
C: 0.015 5.542 0.781
C: -0.909 4.868 1.568
C: -1.492 3.708 1.091
C: -1.185 3.187 -0.177
C: -1.753 1.910 -0.649
C: -0.275 3.918 -0.952
C: 0.327 5.076 -0.483
H: -1.160 5.251 2.548
H: -2.194 3.169 1.718
H: -1.646 1.799 -1.730
H: -2.800 1.795 -0.368
H: -0.023 3.555 -1.943
H: 1.032 5.620 -1.099
C: -3.644 -1.204 3.189
C: -3.095 -0.534 1.929
C: -3.824 -1.053 0.694
C: -1.589 -0.745 1.826
H: -4.719 -1.038 3.290
H: -3.157 -0.819 4.088
H: -3.475 -2.284 3.153
H: -3.280 0.543 2.006
H: -3.701 -2.139 0.610
H: -3.433 -0.589 -0.213
H: -4.895 -0.849 0.747
H: -1.383 -1.819 1.683
H: -1.107 -0.443 2.764

---

Record 4
Computed, not measured: a gas-phase ion, C5H5FNO2P2 (charge -1) at a distorted geometry, with ωB97M-V with the def2-TZVPD basis set.

Properties
Charge: -1
Max |F|, hartree/bohr: 0.08395
ΔE to the lowest compared entry with this formula, charge and spin, kcal per mole: 62.08
SMILES: O=C=C(F)/C=C\C([O-])=N\[PH]#[PH2]
Calculated total energy, Eh: -1181.29821

Positions of all 16 atoms, in Å:
O: -0.080 -2.257 1.708
C: 0.491 -2.186 0.678
C: 1.202 -2.310 -0.457
F: 1.506 -3.560 -0.920
C: 1.585 -1.246 -1.326
C: 1.168 0.043 -1.342
C: 0.186 0.742 -0.483
O: -0.556 1.542 -1.078
N: 0.383 0.556 0.832
P: -0.728 1.302 1.867
P: -2.327 2.135 0.576
H: 2.114 -1.503 -2.135
H: 1.396 0.539 -2.272
H: -1.488 0.180 2.096
H: -2.910 2.518 1.820
H: -1.943 3.505 0.434

---

Record 5
Computed, not measured: a molecular structure, C13H25Br10Cl3O2Sr2 at a distorted geometry, with ωB97M-V with the def2-TZVPD basis set.

Properties
Charge: +2
Max |F|, hartree/bohr: 0.06785
ΔE to the lowest compared entry with this formula, charge and spin, kcal per mole: 123.62
Calculated total energy, Eh: -27842.27952

Positions of all 55 atoms, in Å:
Sr: 3.578 0.791 4.039
Sr: 3.764 -0.217 0.071
O: 2.047 0.681 1.945
C: 0.751 0.414 1.392
C: 0.535 -0.615 0.189
O: 1.458 -0.646 -0.898
H: 0.265 1.384 1.212
H: 0.046 0.120 2.181
H: -0.528 -0.501 -0.050
H: 0.567 -1.597 0.687
Br: -1.545 3.995 -2.329
C: -0.327 2.538 -1.905
C: 0.858 2.550 -2.870
Br: 0.389 2.159 -4.755
H: -0.848 1.597 -2.064
H: 0.061 2.620 -0.892
H: 1.523 1.732 -2.603
H: 1.403 3.490 -2.817
Br: -2.957 -0.278 -3.295
C: -1.972 -1.788 -2.557
C: -2.907 -2.601 -1.697
Br: -2.083 -4.383 -1.499
H: -1.076 -1.440 -2.051
H: -1.695 -2.354 -3.442
H: -3.875 -2.781 -2.150
H: -2.994 -2.260 -0.669
Br: -2.408 -4.019 2.179
C: -0.729 -3.470 1.378
C: 0.308 -3.281 2.427
Br: -0.113 -1.777 3.637
H: -0.825 -2.573 0.760
H: -0.475 -4.181 0.590
H: 1.308 -3.117 2.019
H: 0.478 -4.186 3.011
Br: -2.969 0.484 4.588
C: -2.822 1.346 2.837
C: -2.659 0.234 1.784
Br: -2.685 1.043 -0.002
H: -1.977 2.023 2.866
H: -3.803 1.785 2.694
H: -3.390 -0.552 1.962
H: -1.690 -0.259 1.777
Br: 4.369 6.396 -0.493
C: 2.667 5.488 -0.130
C: 2.761 4.176 0.593
Br: 3.622 2.778 -0.543
H: 2.061 5.507 -1.034
H: 2.106 6.172 0.511
H: 1.819 3.746 0.929
H: 3.386 4.261 1.480
C: 1.420 -4.058 -1.796
Cl: 3.056 -4.185 -2.427
Cl: 1.307 -4.477 -0.110
Cl: 0.258 -4.916 -2.848
H: 1.178 -2.998 -1.812

---

Record 6
Computed, not measured: a molecular structure, C9H21N2OPRu at a distorted geometry, with ωB97M-V with the def2-TZVPD basis set.

Properties
2S+1: 5
Charge: +2
Max |F|, hartree/bohr: 0.18432
ΔE to the lowest compared entry with this formula, charge and spin, kcal per mole: 4.49
Calculated total energy, Eh: -975.70343

Positions of all 35 atoms, in Å:
Ru: 0.009 0.059 -0.755
H: -1.146 1.511 3.889
H: -1.430 2.118 3.569
P: -1.094 1.996 -1.290
C: 0.045 3.345 -1.818
H: -0.503 4.142 -2.344
H: 0.525 3.786 -0.934
H: 0.823 2.929 -2.472
C: -2.175 1.800 -2.741
H: -3.073 1.250 -2.440
H: -2.480 2.763 -3.170
H: -1.647 1.209 -3.498
C: -2.175 2.969 -0.142
H: -1.559 3.298 0.710
H: -2.570 3.858 -0.669
H: -3.006 2.334 0.209
C: 1.390 1.012 -0.046
O: 2.166 1.715 0.487
H: -1.183 0.613 0.221
H: -0.125 -0.084 -2.357
C: 0.522 -4.013 3.106
C: 0.820 -3.182 1.931
C: 1.802 -3.372 0.967
C: 1.663 -2.321 0.040
N: 0.601 -1.591 0.402
N: 0.151 -2.073 1.590
C: 2.434 -1.948 -1.159
H: 0.284 -5.029 2.764
H: 1.451 -4.066 3.691
H: -0.303 -3.653 3.737
H: 2.503 -4.188 0.893
H: -0.616 -1.615 2.088
H: 3.460 -1.631 -0.874
H: 2.465 -2.812 -1.838
H: 1.970 -1.130 -1.750

---

Record 7
Computed, not measured: a molecular structure, C34H42As2N4RhS at a distorted geometry, with ωB97M-V with the def2-TZVPD basis set.

Properties
Charge: +3
Max |F|, hartree/bohr: 0.03759
Calculated total energy, Eh: -6519.06131

Positions of all 84 atoms, in Å:
Rh: 0.091 0.102 0.194
C: 1.647 2.732 1.835
C: 2.104 1.445 2.503
As: 0.632 0.150 2.644
C: 0.015 0.309 4.460
C: -0.334 1.565 4.963
C: -0.700 1.676 6.291
C: -0.737 0.540 7.096
C: -0.414 -0.709 6.577
C: -0.055 -0.839 5.245
C: 1.429 -1.596 2.658
C: 2.595 -1.864 3.361
C: 3.126 -3.148 3.328
C: 2.478 -4.156 2.625
C: 1.309 -3.886 1.921
C: 0.789 -2.603 1.938
As: 0.746 2.499 0.118
C: 2.041 2.314 -1.293
C: 1.696 1.518 -2.383
C: 2.555 1.406 -3.463
C: 3.765 2.095 -3.449
C: 4.106 2.897 -2.368
C: 3.245 3.013 -1.286
C: 0.051 4.254 -0.221
C: 0.399 4.919 -1.395
C: -0.044 6.220 -1.576
C: -0.852 6.825 -0.620
C: -1.218 6.142 0.537
C: -0.778 4.847 0.738
H: 0.917 3.235 2.472
H: 2.470 3.429 1.673
H: 2.481 1.653 3.504
H: 2.900 0.945 1.950
H: -0.299 2.451 4.340
H: -0.960 2.643 6.700
H: -1.018 0.632 8.137
H: -0.444 -1.588 7.207
H: 0.198 -1.810 4.844
H: 3.091 -1.085 3.930
H: 4.042 -3.364 3.861
H: 2.875 -5.163 2.641
H: 0.806 -4.673 1.374
H: -0.129 -2.376 1.396
H: 0.728 1.023 -2.408
H: 2.279 0.806 -4.320
H: 4.428 2.032 -4.303
H: 5.039 3.445 -2.375
H: 3.503 3.668 -0.461
H: 1.021 4.450 -2.143
H: 0.238 6.757 -2.472
H: -1.197 7.839 -0.773
H: -1.852 6.617 1.274
H: -1.070 4.311 1.633
C: 4.064 -0.457 -0.401
S: 2.347 -1.002 -0.451
C: 2.451 -2.476 -1.487
H: 4.426 -0.299 -1.415
H: 4.651 -1.225 0.100
H: 4.125 0.476 0.153
H: 3.050 -3.222 -0.969
H: 2.910 -2.213 -2.438
H: 1.449 -2.865 -1.656
C: -2.594 -1.018 1.014
N: -2.029 0.050 0.098
C: -2.593 1.384 0.562
N: -4.019 1.371 0.546
C: -4.519 0.322 1.444
N: -4.024 -0.986 0.994
C: -4.508 -1.242 -0.372
N: -3.998 -0.198 -1.276
C: -2.565 -0.211 -1.294
C: -4.497 1.108 -0.819
H: -2.227 -0.843 2.027
H: -2.255 -1.996 0.665
H: -2.226 2.167 -0.103
H: -2.233 1.567 1.577
H: -5.607 0.320 1.425
H: -4.187 0.514 2.465
H: -5.595 -1.219 -0.378
H: -4.176 -2.224 -0.709
H: -2.195 0.564 -1.969
H: -2.211 -1.186 -1.636
H: -5.585 1.094 -0.823
H: -4.154 1.893 -1.493

---

Record 8
Computed, not measured: a molecular structure, C21H16F3N6O3OsS3 at a distorted geometry, with ωB97M-V with the def2-TZVPD basis set.

Properties
2S+1: 2
Max |F|, hartree/bohr: 0.03699
ΔE to the lowest compared entry with this formula, charge and spin, kcal per mole: 48.65
Calculated total energy, Eh: -2948.93371

Positions of all 53 atoms, in Å:
Os: 0.843 -0.599 -1.499
N: -2.873 -0.218 5.297
C: -2.645 0.165 3.988
C: -1.400 0.683 3.609
C: -1.172 1.055 2.299
C: -2.177 0.906 1.354
C: -3.406 0.369 1.704
C: -3.636 -0.003 3.014
S: -1.879 1.481 -0.290
O: -3.121 1.818 -0.915
O: -0.847 2.483 -0.213
N: -1.169 0.212 -1.050
C: -1.831 -0.861 -1.491
N: -3.090 -1.179 -1.180
C: -3.562 -2.302 -1.692
C: -2.825 -3.138 -2.526
C: -1.526 -2.747 -2.786
N: -1.030 -1.633 -2.272
H: -2.276 0.190 5.995
H: -3.832 -0.317 5.580
H: -0.624 0.810 4.355
H: -0.231 1.494 1.995
H: -4.170 0.267 0.946
H: -4.595 -0.414 3.304
H: -4.582 -2.551 -1.417
H: -3.231 -4.051 -2.932
H: -0.864 -3.317 -3.427
F: 2.893 1.406 -6.147
C: 3.729 1.822 -5.180
F: 4.661 0.867 -5.018
F: 4.369 2.911 -5.661
C: 3.011 2.137 -3.899
C: 3.074 3.410 -3.362
C: 2.400 3.694 -2.180
C: 1.701 2.678 -1.559
N: 1.665 1.448 -2.060
C: 2.275 1.154 -3.219
S: 2.031 -0.468 -3.718
H: 3.642 4.174 -3.873
H: 2.419 4.685 -1.754
H: 1.126 2.840 -0.659
O: 0.309 -1.923 0.307
N: 1.103 -1.864 1.352
C: 0.593 -2.144 2.568
C: 1.366 -2.069 3.696
C: 2.709 -1.712 3.582
C: 3.221 -1.454 2.331
C: 2.405 -1.519 1.199
S: 2.990 -1.157 -0.376
H: -0.452 -2.413 2.575
H: 0.920 -2.288 4.655
H: 3.334 -1.631 4.460
H: 4.258 -1.186 2.185

---

Record 9
Computed, not measured: C7H11NO3S in the gas phase at a distorted geometry, with ωB97M-V with the def2-TZVPD basis set.

Properties
Max |F|, hartree/bohr: 0.06902
ΔE to the lowest compared entry with this formula, charge and spin, kcal per mole: 101.51
Calculated total energy, Eh: -951.87144

Positions of all 23 atoms, in Å:
C: -0.685 0.076 -0.445
C: 1.306 1.554 2.467
C: 2.389 1.511 1.353
C: 0.054 1.034 1.838
C: -0.138 -0.658 -1.464
C: 1.549 1.117 0.144
C: -2.384 -2.259 -1.514
N: 0.391 0.756 0.404
O: -1.738 0.031 0.161
O: -0.289 -2.530 -3.311
O: -1.964 -0.724 -3.516
S: -1.196 -1.618 -2.611
H: 1.711 0.991 3.291
H: 1.230 2.520 2.740
H: 3.102 2.319 1.255
H: 2.943 0.592 1.484
H: -0.249 0.070 2.373
H: -0.772 1.851 1.946
H: 0.806 -0.377 -1.898
H: 2.037 0.813 -0.784
H: -2.234 -3.261 -1.194
H: -2.446 -1.525 -0.690
H: -3.423 -2.285 -2.030

---

Record 10
Computed, not measured: a molecular structure, C9H8AuClF5O4Te at a distorted geometry, with ωB97M-V with the def2-TZVPD basis set.

Properties
Charge: -1
Max |F|, hartree/bohr: 0.03290
ΔE to the lowest compared entry with this formula, charge and spin, kcal per mole: 0.00
Calculated total energy, Eh: -2012.08853

Positions of all 29 atoms, in Å:
Au: -0.137 -0.128 -1.006
F: -4.173 0.397 0.083
Te: -3.043 -0.819 -0.773
F: -2.241 -2.149 -1.802
F: -3.621 -2.151 0.406
F: -2.874 0.413 -2.156
F: -4.590 -1.306 -1.717
O: -1.656 -0.392 0.340
C: 1.487 -0.894 2.458
C: 2.564 0.017 1.945
C: 3.133 0.996 2.739
C: 4.105 1.843 2.226
Cl: 4.813 3.059 3.264
C: 4.515 1.741 0.915
C: 3.954 0.764 0.099
C: 3.001 -0.102 0.618
O: 2.402 -1.090 -0.099
C: 2.888 -1.343 -1.407
C: 2.457 -0.331 -2.484
O: 3.249 -0.131 -3.393
O: 1.293 0.212 -2.404
H: 1.356 -0.767 3.532
H: 1.726 -1.937 2.248
H: 0.536 -0.686 1.963
H: 2.817 1.104 3.769
H: 5.260 2.418 0.521
H: 4.259 0.701 -0.936
H: 2.478 -2.316 -1.683
H: 3.977 -1.399 -1.412

---

Record 11
Computed, not measured: 2 unconnected molecules or ions with the total composition C2H3NO2 at a distorted geometry, with ωB97M-V with the def2-TZVPD basis set.

Properties
Max |F|, hartree/bohr: 0.07811
ΔE to the lowest compared entry with this formula, charge and spin, kcal per mole: 98.30
Calculated total energy, Eh: -283.10135

Positions of all 8 atoms, in Å:
C: -1.293 -0.273 0.102
C: 0.041 0.160 -0.106
N: -2.363 -0.660 0.257
O: 0.233 1.443 -0.404
O: 0.948 -0.687 -0.650
H: 0.519 0.030 1.837
H: 1.172 1.597 -0.580
H: 0.742 -1.610 -0.456